Record 1
A 2-piece molecular cluster, CH10N5 overall, computed with ωB97M-V/def2-TZVPD.

Last columns: bonded neighbours and bond lengths (Å).
Positions of all 16 atoms, in Å:
1 C -0.573 -0.202 0.182  N4 1.342, N5 1.306
2 N 1.038 1.391 0.947  N4 1.416, H8 1.020, H9 1.022
3 N -2.296 -1.691 -0.511  N5 1.404, H10 1.018, H11 1.016
4 N -0.258 0.821 0.991  C1 1.342, N2 1.416, H12 1.021
5 N -1.745 -0.746 0.369  C1 1.306, N3 1.404, H13 1.021
6 N 1.783 0.115 -1.277  H7 1.094, H14 1.019, H15 1.065, H16 1.019
7 H 0.778 -0.264 -1.067  N6 1.094
8 H 0.963 2.408 0.921  N2 1.020
9 H 1.562 1.143 1.788  N2 1.022
10 H -2.478 -2.566 -0.022  N3 1.018
11 H -1.646 -1.863 -1.272  N3 1.016
12 H -0.871 1.135 1.745  N4 1.021
13 H -2.427 -0.425 1.057  N5 1.021
14 H 2.483 -0.623 -1.213  N6 1.019
15 H 1.838 0.789 -0.455  N6 1.065
16 H 1.850 0.578 -2.182  N6 1.019

Computed properties:
- Calculated total energy: -8641.16145 eV
- E_LUMO: -2.815 eV
- HOMO energy: -12.58 eV
- Total charge: +1

Löwdin atomic charge list, values in e, 5 entries: C -0.16; N 0.00; N 0.04; N -0.09; N -0.10

=====

Record 2
One molecule with the formula CH10N6 in a non-equilibrium geometry, computed with ωB97M-V/def2-TZVPD.

Last columns: bonded neighbours and bond lengths (Å).
Positions of all 17 atoms, in Å:
1 C 1.600 1.444 -1.027  N2 1.450, H8 1.091, H9 1.090, H10 1.097
2 N 0.827 0.273 -0.660  C1 1.450, N3 1.481, H11 1.018
3 N -0.507 0.653 -0.138  N2 1.481, N4 1.403, N5 1.422
4 N -1.528 0.228 -1.001  N3 1.403, H12 1.013, H13 1.021
5 N -0.686 0.180 1.191  N3 1.422, N6 1.460, H14 1.018
6 N 0.130 -0.960 1.599  N5 1.460, N7 1.392, H15 1.038
7 N -0.430 -2.209 1.344  N6 1.392, H16 1.015, H17 1.023
8 H 1.782 2.029 -0.124  C1 1.091
9 H 2.553 1.116 -1.441  C1 1.090
10 H 1.094 2.087 -1.758  C1 1.097
11 H 0.700 -0.342 -1.461  N2 1.018
12 H -2.303 0.878 -0.935  N4 1.013
13 H -1.872 -0.713 -0.800  N4 1.021
14 H -0.422 0.943 1.810  N5 1.018
15 H 1.011 -0.901 1.054  N6 1.038
16 H -1.214 -2.360 1.971  N7 1.015
17 H -0.734 -2.346 0.377  N7 1.023

Computed properties:
- Calculated total energy: -10135.52701 eV
- E_LUMO: 1.136 eV
- HOMO energy: -8.69 eV
- Structure (SMILES): CNN(N)NNN

Löwdin atomic charge list, values in e, 5 entries: C -0.13; N -0.12; N -0.26; N 0.02; N -0.06

=====

Number 1: frontier orbital gap 9.8 eV. Number 2: frontier orbital gap 9.8 eV.